A cluster of 14 separate species, C4H38N2O13S in total, computed with the ωB97M-V functional and the def2-TZVPD basis.

XYZ file:
```
58
Properties=species:S:1:pos:R:3:forces:R:3:mulliken_charge:R:1
N 1.139215 0.148985 0.083161 1.0572 0.4452 -0.3097 -0.2462
C 1.452953 -0.503517 1.379915 -0.0046 2.0025 -0.9182 0.2137
C 0.412073 -1.541094 1.590946 -1.4157 -1.3521 1.7079 -0.2541
C 0.543313 -2.210750 2.975033 0.5640 -0.3578 0.7737 -0.7064
S -0.404571 -3.789631 3.176300 -0.6260 1.1291 -0.8548 -0.2413
C 1.568249 0.553092 2.492422 -1.9493 1.8521 -0.1540 -1.3258
N 2.284647 1.811553 2.123321 -0.7364 -0.6120 1.0785 -0.4093
H 0.361461 0.806654 0.112258 -0.0005 -0.0114 0.3557 0.0079
H 1.978566 0.688618 -0.181875 -0.7076 -0.1722 0.0405 0.4870
H 2.444950 -0.891052 1.190998 0.1371 -0.6361 0.3004 0.2011
H 0.386461 -2.308223 0.812629 0.4390 0.0944 -0.0151 0.1881
H -0.633375 -1.169149 1.605665 0.5706 0.4839 -0.3569 0.2149
H 0.310646 -1.504984 3.822265 0.0568 -0.6835 -0.9541 0.3304
H 1.580434 -2.557795 3.142083 -0.2747 0.2989 -0.0632 0.3235
H -1.458934 -3.371849 2.386442 0.6179 -0.4074 0.5968 0.1205
H 1.918186 0.277927 3.456096 0.8292 -1.2061 0.6192 0.6144
H 0.541882 0.916052 2.807743 0.4280 -0.5714 -0.7338 0.1984
H 2.908442 1.745905 1.365381 0.9321 -0.3227 -1.1169 0.1211
H 2.825875 2.052246 2.933062 0.3936 0.3628 0.1338 0.2449
H 4.905881 0.738454 0.545340 0.5587 -1.3290 -0.8037 0.3308
H 5.112995 1.688670 -0.826394 0.6327 -1.0745 -1.4062 0.2994
O 4.888044 1.547067 0.064491 -1.2843 2.2617 2.2243 -0.6505
H -3.966596 0.487132 -2.625092 0.4122 0.7752 -1.2341 0.3374
H -3.521639 0.559370 -4.128202 0.4965 -1.3952 -1.2547 0.3056
O -3.800836 1.079122 -3.410227 -1.1910 0.5747 2.4912 -0.6908
H 0.944383 0.218032 -2.114402 -0.3443 -0.2171 0.0928 0.3948
H -0.299192 -0.662982 -2.413716 -0.4348 -0.0600 0.1387 0.3990
O 0.535419 -0.349386 -2.784044 0.7704 0.5357 -0.3690 -0.8166
H -3.008054 -0.516360 0.187164 -1.8016 -1.7988 0.2603 0.3273
H -4.109399 -1.807390 0.281741 0.6564 1.2460 -0.0579 0.2509
O -3.188788 -1.503622 0.174368 1.2108 -0.0462 -0.2097 -0.6361
H -2.910628 1.412764 -0.185358 0.7226 0.8299 0.1284 0.5086
H -4.440437 1.757156 -0.165718 0.8273 -0.8224 -0.0369 0.2879
O -3.792252 1.022204 -0.253998 -1.7268 0.5307 -0.2411 -0.7053
H -1.716705 3.154514 -0.006082 0.6549 -1.3070 0.7457 0.4206
H -1.409784 2.234032 -1.126823 0.5227 -0.6615 0.2642 0.4139
O -1.407839 2.190972 -0.124520 -0.8781 1.8789 -0.9627 -0.8667
H -2.357299 2.074865 -3.030613 -0.1807 -0.0597 -0.0447 0.4496
H -1.086248 1.212776 -3.072927 -0.4610 2.1701 0.6118 0.3300
O -1.413934 2.145915 -2.805467 0.9551 -2.0622 -0.6436 -0.7483
H 3.220327 -2.650882 -0.209109 0.0894 0.1493 -0.3159 0.3459
H 3.786130 -2.814579 1.187441 0.2756 0.2669 -0.4455 0.3217
O 3.951117 -2.344286 0.349569 -0.3008 -0.4669 0.5599 -0.6553
H -1.292484 4.774073 1.340704 0.2521 -0.2705 1.1577 0.3521
H -2.949666 4.744557 1.279994 0.4132 0.1100 0.8522 0.2916
O -2.103436 4.768994 0.840089 -0.6921 0.0250 -2.1028 -0.6926
H 0.199991 -3.279580 -1.491432 1.1337 0.7815 0.2827 0.3995
H 0.134363 -4.635593 -2.146974 -0.5946 0.8298 0.3394 0.2743
O -0.425532 -3.920777 -1.771345 -0.9245 -1.6965 -0.6778 -0.6675
H 1.664323 -1.709724 -2.203627 -0.6257 -0.2669 0.3497 0.3371
H 2.505401 -2.643917 -2.908418 0.1734 -0.7210 -0.0262 0.3003
O 1.925248 -2.655940 -2.138185 0.8430 1.0188 -0.1806 -0.6173
H -2.373038 -1.516015 -1.733186 0.0485 0.1497 -0.6794 0.4437
H -1.452577 -2.240972 -2.685016 -0.3818 0.1214 -0.2401 0.2717
O -1.975687 -1.412405 -2.637808 0.1172 -0.6610 1.2491 -0.7119
H -0.196151 2.658949 1.739841 0.5514 1.5162 -0.0646 0.2599
H 1.111556 3.455576 1.889673 -0.0881 -0.3381 0.0194 0.4002
O 0.152548 3.586230 1.844425 -0.7180 -0.8533 0.0999 -0.6777
```
Positions in Å, forces in eV/Å.

For the energy relative to the best compared isomer or geometry (same formula, charge and spin), the calculation gives 1.729 eV. For the HOMO energy, the calculation gives -9.01 eV. The calculation puts the max |F| at 3.4 eV/Å. Its electronic energy is -45198.2280 eV. The gap between HOMO and LUMO is 9.3 eV. As for the net charge: 0.

***

A structure of composition C7H13NO3S, computed with the ωB97M-V functional and the def2-TZVPD basis.

XYZ file:
```
25
Properties=species:S:1:pos:R:3:forces:R:3:mulliken_charge:R:1
C 1.122738 0.744311 0.587444 -0.9490 0.5961 -0.3719 -1.1934
C 0.183616 -0.458909 0.543684 0.8179 3.4689 -3.1011 -0.3355
C 0.007066 -1.017430 -0.854651 -1.5262 -3.3302 2.9944 -1.1409
C 3.198314 0.654459 -0.556340 0.6047 -0.0544 -0.4958 -0.4520
C -1.147158 -0.311612 -0.163448 -0.3827 -1.1028 0.7453 1.8449
C -2.356993 -1.106706 0.440184 -2.3331 4.0140 -4.8176 -1.4219
C -1.531757 0.945541 -0.866283 2.9049 1.8511 2.4237 -2.3479
N 2.531651 0.427534 0.504500 -3.5717 2.0288 -3.8723 0.2456
O 5.402510 -0.673521 -1.265242 -0.1100 -0.9329 -0.8738 -0.5639
O 5.522558 1.088635 0.370188 -0.5545 0.1050 -0.0400 -0.4836
O 4.585145 -1.077995 1.096711 -0.0917 1.7325 -2.8921 -0.6909
S 4.701320 -0.198196 -0.132571 2.1071 -1.0614 2.9803 1.1467
H 0.786188 1.453699 -0.160857 0.7285 -0.2170 -0.7668 0.3882
H 1.118018 1.395338 1.409069 -0.8907 0.3893 2.0985 0.4787
H 0.361991 -1.074058 1.312629 -0.1346 -2.6020 2.7033 0.6005
H 0.097674 -2.121269 -1.012065 -0.4649 1.0546 0.3460 0.2960
H 0.408670 -0.479982 -1.594594 1.6335 1.9091 -2.7306 0.3506
H -2.845534 -1.660287 -0.448901 0.7882 0.3588 1.6785 0.2882
H -3.198536 -0.301542 0.720391 1.9852 -1.9224 0.0206 0.2964
H -1.991323 -1.673822 1.184697 0.4851 -2.2398 2.6865 0.4994
H -2.413397 0.882876 -1.290523 -4.5746 -0.9229 -2.2806 0.6454
H -0.873390 1.232286 -1.623038 1.3148 -0.0030 -1.4820 0.5223
H -1.625443 1.921138 -0.365607 0.1316 -0.5031 1.0931 0.3827
H 2.877600 -0.113280 1.186367 1.5958 -2.7208 3.6729 0.3061
H 6.331749 0.714083 0.731440 0.4866 0.1046 0.2814 0.3382
```
Positions in Å, forces in eV/Å.

For the energy relative to the best compared isomer or geometry (same formula, charge and spin), the calculation gives 5.878 eV. For the HOMO energy, the calculation gives -9.89 eV. The calculation puts the max |F| at 6.7 eV/Å. Its electronic energy is -25932.5164 eV. The gap between HOMO and LUMO is 10.1 eV. As for the net charge: 0.

***

An isolated molecule of CN6O4, computed with the ωB97M-V functional and the def2-TZVPD basis.

XYZ file:
```
11
Properties=species:S:1:pos:R:3:forces:R:3:mulliken_charge:R:1
C 0.801334 0.333355 0.001340 0.5194 -2.0614 -0.0865 0.3359
N 2.064931 0.108705 0.290335 -0.5881 1.9613 0.0230 -0.2341
N 2.232589 -1.187637 0.220858 1.0837 -0.5913 0.1458 -0.2981
N 1.158908 -1.796680 -0.090140 -1.2960 -1.3768 -0.2902 -0.3814
N -2.023720 -0.522381 0.490257 -1.7575 -0.5519 1.1499 0.4761
N 0.220039 -0.887042 -0.237442 0.9222 2.1840 0.7654 0.8426
N 0.086976 1.560356 -0.047900 -0.4881 0.4201 0.0085 0.9963
O -3.089643 -0.531693 0.099875 1.6768 -0.1540 -0.0580 -0.2140
O 0.695408 2.574897 -0.224914 0.3651 0.2520 -0.0197 -0.5078
O -1.127127 1.469917 0.092314 0.2855 0.7785 -0.2355 -0.5622
O -1.019690 -1.121801 -0.594580 -0.7232 -0.8606 -1.4027 -0.4532
```
Positions in Å, forces in eV/Å.

For the energy relative to the best compared isomer or geometry (same formula, charge and spin), the calculation gives 0.002 eV. For the HOMO energy, the calculation gives -11.21 eV. The calculation puts the max |F| at 2.5 eV/Å. Its electronic energy is -18157.8783 eV. The gap between HOMO and LUMO is 9.5 eV. As for the net charge: 0.

***

A cluster of 11 separate species, C5H30NO11 in total, computed with the ωB97M-V functional and the def2-TZVPD basis.

XYZ file:
```
47
Properties=species:S:1:pos:R:3:forces:R:3:mulliken_spin:R:1
C -0.015190 -0.401175 -0.891401 0.7995 -1.3235 1.6070 0.0803
O 0.175133 -1.256322 0.149587 -0.2980 1.1303 -2.0136 0.5958
C -1.653055 -0.053751 -0.936068 -1.0577 -0.2753 1.0245 0.1790
C -2.309485 -0.624607 -2.208447 0.2453 1.1664 1.5793 0.0113
C -2.092832 0.232418 -3.435346 -0.2341 -1.4268 0.4285 0.0005
C -0.986401 0.902816 -3.702672 0.0972 0.1323 -0.1371 -0.0023
N -2.313293 -0.507950 0.278453 0.3316 -0.0906 -0.9734 0.0540
H 0.326913 -0.831873 -1.823424 -0.2581 -0.1314 -0.4575 0.0038
H 0.473771 0.530432 -0.652348 -0.1797 0.4446 0.1012 0.0178
H -1.691095 1.034015 -0.920792 0.3508 0.1109 -0.1730 0.0040
H -1.995837 -1.659327 -2.279669 -0.2589 -0.3065 -0.4178 0.0007
H -3.361218 -0.555714 -1.884766 0.1131 -0.4680 -0.5587 0.0109
H -2.945691 0.110753 -4.106928 0.3687 0.7677 -0.1683 0.0010
H -0.068468 0.838758 -3.115500 -0.4670 0.1658 0.0369 0.0018
H -0.923142 1.537389 -4.563410 0.0863 0.0922 -0.4318 -0.0004
H -2.466243 -1.520651 0.241905 -0.2172 0.3960 -0.1209 0.0007
H -1.738822 -0.320286 1.092600 -0.2266 0.1941 0.0091 0.0143
H 1.950385 1.919528 1.855698 0.5465 0.5128 -0.1511 0.0002
H 2.229697 0.785727 0.893792 0.3081 0.1861 0.1958 -0.0019
O 2.503455 1.704002 1.049023 -0.4970 -0.6868 -0.0135 0.0000
H 1.488674 -2.264308 -0.481334 0.6000 -0.8273 -0.3130 -0.0149
H 2.830299 -2.341567 0.149442 0.2775 -0.8123 -0.6456 -0.0006
O 2.296415 -2.820143 -0.534758 -0.4709 1.1607 0.5246 0.0236
H -1.586071 2.227529 2.030253 -0.0422 -0.0659 -0.0790 -0.0001
H -1.083639 3.635899 1.713871 -0.1087 -0.2805 -0.1447 0.0000
O -1.154839 2.983627 2.432387 -0.2374 0.6102 -0.0628 0.0001
H 1.111624 1.541582 3.542217 -0.5050 0.3433 -0.0382 -0.0002
H 0.458185 2.932820 3.087531 0.0567 -0.9556 0.2422 0.0000
O 1.291138 2.462938 3.308679 0.6517 0.1921 0.0114 0.0000
H -2.761662 -3.539915 0.520335 -0.2855 -0.1754 -0.1497 -0.0005
H -2.563220 -3.808270 -0.916690 -0.0553 -0.0859 -0.1578 -0.0002
O -3.204802 -3.389104 -0.332030 0.4491 0.0249 0.4059 0.0004
H 4.130389 -0.636959 0.538267 0.3401 0.0406 -0.1394 -0.0002
H 3.495331 -1.163605 1.786038 0.1916 -0.1266 0.1241 0.0002
O 4.066768 -1.448044 1.055464 -0.4705 0.4191 0.3186 0.0000
H -0.275941 -2.841654 0.351172 0.1985 -1.1069 0.0586 0.0144
H 0.330393 -4.154842 -0.183474 0.1517 0.0679 0.2588 -0.0001
O -0.294545 -3.818967 0.471780 -0.6195 0.2839 -0.1517 0.0068
H 0.629815 -0.763537 1.503684 0.3592 0.2961 1.2319 -0.0041
H 0.993305 -1.145321 2.996360 -0.0366 0.0048 -0.1258 -0.0012
O 1.025298 -0.417267 2.364767 -0.0948 -0.2324 -0.2396 0.0079
H -1.462685 3.834936 -1.051568 0.0500 0.0692 -0.1111 0.0000
H -0.010766 3.340765 -0.724722 -0.0672 0.3420 -0.0075 -0.0004
O -0.801384 3.797751 -0.357281 -0.0344 -0.2560 0.2222 0.0004
H 1.045288 1.722752 -1.545108 0.4144 0.3556 -0.2017 -0.0060
H 1.954206 2.297439 -0.408333 -0.2089 0.1834 -0.2872 0.0001
O 1.479699 2.533491 -1.257156 -0.0564 -0.0591 0.0909 0.0031
```
Positions in Å, forces in eV/Å.

For the energy relative to the best compared isomer or geometry (same formula, charge and spin), the calculation gives 0.302 eV. For the HOMO energy (spin up / spin down), the calculation gives -10.80 / -10.65 eV. The calculation puts the max |F| at 2.3 eV/Å. Its electronic energy is -29681.6981 eV. The multiplicity is 2. The gap between HOMO and LUMO (spin up / spin down) is 10.9 / 6.4 eV. As for the net charge: 0.